(1)
Computed, not measured: C4H10FINO2S as an isolated structure, with ωB97M-V/def2-TZVPD.

Computed properties:
Gap between HOMO and LUMO: 5.830 eV
LUMO energy: 0.09989 Ha
Net charge: -1
Energy: -31549.4381 eV

Atoms and positions in Å:
I (3.1513, 1.7645, -0.8598)
S (-2.6927, 0.8329, -0.2597)
F (-4.0369, 0.8956, 0.6548)
O (-2.6512, 1.9598, -1.1497)
O (-2.7708, -0.3912, -1.0073)
N (-1.4241, 0.7324, 0.8027)
C (0.3496, -0.7639, -0.1031)
C (1.5655, -0.7056, -1.1172)
C (0.9589, -1.2694, 1.2587)
C (-0.0818, 0.7264, 0.1253)
H (0.3474, -0.8989, 2.1141)
H (0.6201, 1.2591, 0.8005)
H (0.9969, -2.3844, 1.2746)
H (2.4548, -0.0696, -0.6553)
H (2.0154, -0.9180, 1.3220)
H (1.9302, -1.7474, -1.3084)
H (-0.0603, 1.2408, -0.8568)
H (-0.4604, -1.4075, -0.4951)
H (-1.4900, 1.4131, 1.5576)
H (1.2783, -0.2687, -2.0979)

(2)
Computed, not measured: C4H10FN2 as an isolated structure, with ωB97M-V/def2-TZVPD.

Computed properties:
ΔE to the lowest compared entry with this formula, charge and spin: 0.286 eV
Gap between HOMO and LUMO: 8.678 eV
LUMO energy: -0.16823 Ha
Net charge: +1
Energy: -10000.2274 eV

Atoms and positions in Å:
F (0.6087, -1.0192, -1.3730)
N (-1.3034, -1.3213, 0.9408)
N (1.2456, -0.5282, 1.8467)
C (0.3323, 1.3074, -1.7556)
C (-0.2486, 0.0201, -1.2933)
C (-0.7767, -0.0818, 0.6353)
C (0.4860, 0.2897, 1.1750)
H (-2.2675, -1.4631, 0.6861)
H (-0.3277, 2.1405, -1.5396)
H (-1.5054, 0.7218, 0.5936)
H (-1.2031, -0.2769, -1.7286)
H (0.8901, -1.4247, 2.1534)
H (0.8629, 1.2827, 0.9671)
H (1.3197, 1.4855, -1.3389)
H (0.4512, 1.2437, -2.8408)
H (-0.7321, -2.1233, 0.7152)
H (2.1680, -0.2528, 2.1565)

(3)
Computed, not measured: C4H10FN3 as an isolated structure, with ωB97M-V/def2-TZVPD.

Computed properties:
ΔE to the lowest compared entry with this formula, charge and spin: 2.635 eV
Gap between HOMO and LUMO: 9.317 eV
LUMO energy: -0.35145 Ha
Net charge: +2
Energy: -11476.6372 eV

Atoms and positions in Å:
F (-1.4812, -1.9960, -1.5259)
N (0.5971, -0.5937, -0.7533)
N (-0.1593, 0.8583, 1.0024)
N (0.3818, -2.4569, -2.7495)
C (-0.3151, -1.8877, -1.8657)
C (-1.3005, 1.4832, 1.6764)
C (1.0979, 1.3356, 1.4438)
C (-0.3699, 0.0451, 0.0323)
H (1.4952, 2.1346, 0.7403)
H (-1.2372, 1.4363, 2.7703)
H (1.4725, -0.9767, -0.4218)
H (1.7746, 0.4098, 1.4796)
H (-2.1541, 0.9570, 1.4029)
H (1.1668, 1.8266, 2.4408)
H (-1.3131, 0.0040, -0.4775)
H (-1.0937, 2.5700, 1.3246)
H (0.1642, -3.0765, -3.5248)
H (1.2740, -2.0732, -2.9952)

(4)
Computed, not measured: C4H10I2OSi as an isolated structure, with ωB97M-V/def2-TZVPD.

Computed properties:
ΔE to the lowest compared entry with this formula, charge and spin: 0.889 eV
Gap between HOMO and LUMO: 8.972 eV
LUMO energy: -0.01023 Ha
Energy: -30438.0961 eV

Atoms and positions in Å:
I (-1.6510, -2.1706, 0.5764)
I (-3.5444, 1.3135, -0.1894)
Si (-1.5415, -0.0273, -0.6053)
O (0.1333, 1.0902, 0.3854)
C (-0.3832, 0.9095, 2.7677)
C (0.5723, 0.6426, 1.6046)
C (0.1197, -1.1798, -2.6052)
C (-1.0506, -0.2210, -2.4155)
H (-0.1302, -2.1806, -2.2632)
H (0.9883, -0.8366, -2.0522)
H (-0.7985, 0.7561, -2.8235)
H (0.1434, 0.7624, 3.7069)
H (-0.7492, 1.9314, 2.7208)
H (-1.2367, 0.2348, 2.7400)
H (1.5079, 1.1885, 1.7816)
H (-1.9211, -0.5846, -2.9663)
H (0.8258, -0.4306, 1.5761)
H (0.3861, -1.2427, -3.6565)

(5)
Computed, not measured: a 3-piece molecular cluster, C4H10IN2O2 overall, with ωB97M-V/def2-TZVPD.

Computed properties:
ΔE to the lowest compared entry with this formula, charge and spin: 0.956 eV
Gap between HOMO and LUMO: 7.080 eV
LUMO energy: 0.11227 Ha
Net charge: -1
Energy: -19489.8994 eV

Atoms and positions in Å:
I (0.2894, -3.5275, 0.7086)
O (-2.0886, -0.5343, 2.7727)
O (1.5369, 1.1345, -2.9219)
N (0.8846, -0.1396, -1.2139)
N (-0.1819, 0.1184, 1.9812)
C (1.2265, 0.0231, -2.4918)
C (-1.6441, 1.8689, 2.7380)
C (-1.3274, 0.4057, 2.5113)
C (1.1346, -1.2431, -3.4005)
H (0.4539, -1.9614, -2.9438)
H (-2.2846, 2.1832, 1.9139)
H (0.4403, 0.8952, 1.8093)
H (1.0881, 0.6375, -0.6017)
H (0.5085, -0.9783, -0.7952)
H (-2.1017, 2.1514, 3.6861)
H (0.6457, -0.9690, -4.3353)
H (2.0864, -1.6252, -3.7695)
H (-0.6943, 2.3940, 2.6373)
H (0.0276, -0.8332, 1.7154)

(6)
Computed, not measured: a 2-piece molecular cluster, C4H10IP overall, with ωB97M-V/def2-TZVPD.

Computed properties:
ΔE to the lowest compared entry with this formula, charge and spin: 3.614 eV
Gap between HOMO and LUMO (alpha / beta): 7.115 / 8.005 eV
LUMO energy (alpha / beta): -0.02800 / 0.00386 Ha
Energy: -21696.4005 eV

Atoms and positions in Å:
I (4.1106, -0.3703, -0.1254)
P (2.5778, 1.4683, 0.2298)
C (0.0203, -0.9076, 1.2209)
C (0.1573, 0.3009, -0.8718)
C (-0.6188, 0.1413, 0.3117)
C (-2.0327, -0.2071, -0.3536)
H (0.2333, -0.3782, 2.1855)
H (-0.6237, -1.7745, 1.2804)
H (1.0010, -1.2089, 0.7113)
H (-0.7394, 1.0384, 0.8734)
H (2.5765, 2.2615, -0.9773)
H (0.0523, 1.2274, -1.4003)
H (-2.5604, 0.5095, -0.9423)
H (0.4618, -0.5010, -1.3890)
H (-1.8696, -0.9417, -1.0339)
H (-2.7463, -0.6579, 0.2805)

(7)
Computed, not measured: an isolated ion of composition C4H10N and charge +1, with ωB97M-V/def2-TZVPD.

Computed properties:
ΔE to the lowest compared entry with this formula, charge and spin: 1.244 eV
SMILES: C=C([NH3+])CC
Gap between HOMO and LUMO: 11.039 eV
LUMO energy: -0.13896 Ha
Net charge: +1
Energy: -5792.6142 eV

Atoms and positions in Å:
N (0.3256, -1.4900, 0.6232)
C (0.7685, 1.6705, 0.2987)
C (-0.5989, 0.8232, 0.3215)
C (-0.6755, -0.8969, -1.5190)
C (-0.3890, -0.5549, -0.2651)
H (-0.2559, -2.1503, 1.1479)
H (0.7495, -0.8396, 1.2980)
H (-1.2598, -0.1588, -2.0401)
H (0.5223, 2.7160, 0.3225)
H (-0.5424, -1.9114, -1.9089)
H (-0.9018, 0.7764, 1.3767)
H (0.9967, -2.0442, 0.0826)
H (1.2975, 1.3776, 1.1936)
H (-1.3549, 1.2668, -0.3399)
H (1.3181, 1.4156, -0.5919)

(8)
Computed, not measured: a 2-piece molecular cluster, C4H10N overall, with ωB97M-V/def2-TZVPD.

Computed properties:
ΔE to the lowest compared entry with this formula, charge and spin: 2.453 eV
Gap between HOMO and LUMO: 7.095 eV
LUMO energy: -0.20671 Ha
Net charge: +1
Energy: -5791.4053 eV

Atoms and positions in Å:
N (1.1658, 1.8170, 1.7132)
C (-1.5041, -1.5785, -2.1282)
C (-1.0007, -2.8072, -2.1373)
C (0.3198, 2.6868, 1.3165)
C (1.0719, 0.4176, 1.3207)
H (-2.2050, -1.3395, -1.3276)
H (-0.2056, -3.0107, -2.8484)
H (0.0176, 0.1446, 1.2114)
H (1.3734, -0.2758, 2.1027)
H (-1.3195, -0.7556, -2.8024)
H (1.5573, 0.1960, 0.3747)
H (-1.1713, -3.5368, -1.3605)
H (0.4439, 3.7479, 1.4726)
H (1.9490, 2.0639, 2.3294)
H (-0.4926, 2.2303, 0.7632)

(9)
Computed, not measured: an isolated ion of composition C4H10N and charge +1, with ωB97M-V/def2-TZVPD.

Computed properties:
ΔE to the lowest compared entry with this formula, charge and spin: 1.853 eV
SMILES: CC(C)=C[NH3+]
Gap between HOMO and LUMO: 10.793 eV
LUMO energy: -0.13970 Ha
Net charge: +1
Energy: -5792.0053 eV

Atoms and positions in Å:
N (-2.0804, 0.2324, 0.1330)
C (1.8339, 0.7319, -0.1173)
C (0.4899, -1.1862, 0.1373)
C (0.3389, 0.2248, -0.1057)
C (-0.7858, 0.9224, -0.1120)
H (-1.9397, -0.6974, 0.6150)
H (-2.6993, 0.8336, 0.7355)
H (2.1717, 0.6373, 0.8874)
H (2.2733, 0.0909, -0.7739)
H (1.4564, -1.3893, -0.3388)
H (-2.5824, -0.1238, -0.6528)
H (1.8886, 1.8101, -0.3381)
H (-0.7219, 2.0167, -0.2326)
H (-0.3662, -1.8357, -0.1469)
H (0.8543, -1.4574, 1.1479)

(10)
Computed, not measured: a 2-piece molecular cluster, C4H10N overall, with ωB97M-V/def2-TZVPD.

Computed properties:
ΔE to the lowest compared entry with this formula, charge and spin: 4.538 eV
Gap between HOMO and LUMO (alpha / beta): 6.368 / 7.326 eV
LUMO energy (alpha / beta): -0.23648 / -0.21427 Ha
Net charge: +1
Energy: -5789.3196 eV

Atoms and positions in Å:
N (3.0050, -0.4065, 0.0724)
C (0.6975, 0.3070, -0.3204)
C (-1.6438, -0.6691, -0.0271)
C (2.0151, 0.5022, 0.1386)
C (-2.6115, 0.4544, 0.1683)
H (-2.5111, 0.8928, 1.1524)
H (-3.6015, -0.1906, 0.0994)
H (-1.5104, -0.9796, -1.0392)
H (3.8825, -0.3688, 0.5513)
H (2.4112, 1.5651, 0.4933)
H (-2.4000, 1.3323, -0.3596)
H (-0.0579, 0.9755, -0.5408)
H (2.9204, -1.3579, -0.2081)
H (0.6458, -0.6148, -0.9005)
H (-1.2411, -1.4422, 0.7201)

(11)
Computed, not measured: an isolated ion of composition C4H10N2 and charge -1, with ωB97M-V/def2-TZVPD.

Computed properties:
ΔE to the lowest compared entry with this formula, charge and spin: 1.340 eV
Gap between HOMO and LUMO (alpha / beta): 3.208 / 8.174 eV
LUMO energy (alpha / beta): 0.16651 / 0.16253 Ha
Net charge: -1
Energy: -7287.1199 eV
Spin multiplicity: 2

Atoms and positions in Å:
N (1.1328, -2.1599, 1.3015)
N (-1.2302, -0.4852, 0.6202)
C (1.0433, -1.3380, 0.1484)
C (-0.3245, 2.1470, -0.4607)
C (0.1085, -0.3355, -0.0128)
C (0.2236, 0.8393, -1.0731)
H (-1.4294, 0.2106, 1.3635)
H (1.1165, 0.8274, -1.6246)
H (0.5051, 2.9769, -0.6549)
H (-1.2618, 2.2801, -0.9753)
H (1.7044, -1.6543, -0.6617)
H (-0.6129, 0.4706, -1.7693)
H (0.4149, -1.9464, 1.9531)
H (-0.4562, 1.9681, 0.6229)
H (1.0548, -3.1974, 1.2105)
H (-1.9889, -0.6033, 0.0123)

(12)
Computed, not measured: C4H10N2 in the gas phase, with ωB97M-V/def2-TZVPD.

Computed properties:
ΔE to the lowest compared entry with this formula, charge and spin: 0.722 eV
SMILES: CC/C(N)=C/N
Gap between HOMO and LUMO: 8.563 eV
LUMO energy: 0.04156 Ha
Energy: -7289.8978 eV

Atoms and positions in Å:
N (-0.7140, 1.6948, 1.7013)
N (1.6565, 0.4348, 0.8740)
C (-0.7923, -1.2510, -1.5673)
C (0.5024, -0.8109, -0.9046)
C (0.4119, 0.0602, 0.3201)
C (-0.7190, 0.6633, 0.6955)
H (1.7038, 1.3999, 1.1720)
H (-1.6160, 1.7466, 2.1615)
H (-1.5363, -1.4101, -0.7771)
H (-1.2411, -0.4779, -2.1889)
H (-0.6327, -2.1953, -2.0753)
H (2.4161, 0.2416, 0.2304)
H (1.1872, -0.3311, -1.6130)
H (-1.6510, 0.5290, 0.1711)
H (1.1135, -1.6926, -0.6468)
H (-0.0890, 1.3988, 2.4469)

(13)
Computed, not measured: a 2-piece molecular cluster, C4H10N2 overall, with ωB97M-V/def2-TZVPD.

Computed properties:
ΔE to the lowest compared entry with this formula, charge and spin: 7.611 eV
Gap between HOMO and LUMO: 5.213 eV
LUMO energy: -0.10237 Ha
Energy: -7283.0086 eV

Atoms and positions in Å:
N (0.2377, -0.5412, -0.5181)
N (-3.2124, -0.6323, 0.6553)
C (-0.9077, -0.3121, 0.1768)
C (2.8261, 0.8770, 0.1157)
C (-2.1730, -1.2291, 0.0072)
C (2.1668, 1.8000, -0.5657)
H (-1.2241, 0.7506, -0.0015)
H (1.2555, 1.4949, -1.0485)
H (0.2653, -1.4195, -1.0446)
H (2.6091, -0.1654, -0.0681)
H (-0.6100, -0.2643, 1.2415)
H (-2.4168, -1.2036, -1.0637)
H (-3.1772, -0.8188, 1.6626)
H (2.5714, 2.7995, -0.4565)
H (3.6873, 1.1460, 0.7096)
H (-1.8979, -2.2817, 0.1980)

(14)
Computed, not measured: C4H10N2 in the gas phase, with ωB97M-V/def2-TZVPD.

Computed properties:
ΔE to the lowest compared entry with this formula, charge and spin: 1.226 eV
SMILES: N/C=C/CCN
Gap between HOMO and LUMO: 9.077 eV
LUMO energy: 0.04268 Ha
Energy: -7289.3939 eV

Atoms and positions in Å:
N (2.7758, -0.4480, -0.2761)
N (-2.9173, 0.9816, -0.2543)
C (0.5202, -0.2955, 0.7236)
C (-0.9568, -0.2408, 0.4101)
C (-1.5649, 0.8595, -0.0382)
C (1.3887, -0.9299, -0.3367)
H (-0.9463, 1.7462, -0.1754)
H (-1.5507, -1.0322, 0.8567)
H (0.8934, 0.7281, 0.8309)
H (0.6102, -0.6813, 1.7418)
H (-3.3047, 1.8797, -0.4821)
H (3.2257, -0.3314, -1.1658)
H (0.9746, -0.7264, -1.3233)
H (1.4072, -2.0300, -0.2781)
H (-3.4386, 0.1907, -0.5850)
H (2.8834, 0.3297, 0.3518)

(15)
Computed, not measured: a 2-piece molecular cluster, C4H10N2 overall, with ωB97M-V/def2-TZVPD.

Computed properties:
ΔE to the lowest compared entry with this formula, charge and spin: 2.989 eV
SMILES: C=CN.C=NC
Gap between HOMO and LUMO: 8.355 eV
LUMO energy: 0.03095 Ha
Energy: -7287.6308 eV

Atoms and positions in Å:
N (-1.2438, 0.8285, -0.1128)
N (1.1199, -0.3113, -1.0060)
C (-1.8955, 1.5181, 2.0471)
C (0.8280, -0.8852, -2.1113)
C (-1.2120, 0.6806, 1.2496)
C (1.9964, -1.2002, -0.0789)
H (-0.4024, 0.0841, 1.6585)
H (1.5912, -1.5541, -2.5065)
H (-2.6798, 2.1887, 1.6612)
H (-0.7065, 0.3405, -0.8097)
H (-2.0339, 1.3118, -0.5027)
H (1.5813, -0.8976, 0.8718)
H (0.0330, -0.5332, -2.7511)
H (2.0261, -2.2147, -0.4661)
H (2.9774, -0.7257, -0.2558)
H (-1.9794, 1.3697, 3.1124)

The following maximum force values (in eV/Å) correspond, in order, to the records above: 3.7 2.5 6.5 4.9 4.2 5.1 2.4 1.9 5.3 3.7 5.0 1.4 2.6 1.2 4.2.